C3H3NO | the ωB97M-V functional and the def2-TZVPD basis

Atoms and positions in Å:
C (-0.1768, -0.3457, 0.1819)
C (1.0872, -0.2513, -0.0674)
C (-1.4560, 0.3242, 0.1302)
N (2.6308, -0.1293, 0.0768)
O (-1.3252, -1.0744, -0.0947)
H (-2.0186, 0.4607, 1.1466)
H (-1.8298, 1.0592, -0.5600)
H (3.0884, -0.0435, -0.8132)

Computed properties:
Energy relative to the best compared isomer or geometry (same formula, charge and spin) = 540.6 kJ/mol
Gap between HOMO and LUMO = 0.3330 hartree
Total charge = 0
SMILES = N=C=C1CO1
M = 69.1 g mol⁻¹
HOMO energy = -0.3555 hartree